Molecular formula: C26H48Cl3N4O4SiTi
Method: DFT, the ωB97M-V functional and the def2-TZVPD basis

Each line ends with the Löwdin charge.
Cartesian coordinates (Å):
C -3.86305 4.67127 -0.15942  -0.036
C -3.56717 3.16667 -0.30242  -0.319
H -4.87121 4.98071 0.13785  0.063
H -3.54144 5.13526 -1.09992  0.068
H -3.21197 5.05655 0.64204  0.065
C -4.57855 2.24515 -0.51180  -0.218
C -5.86746 2.49778 -1.18117  -0.168
H -4.63666 1.41064 0.19971  0.073
H -5.74809 2.77165 -2.23690  0.060
H -6.28949 3.35186 -0.65907  0.037
H -6.55505 1.64551 -1.07933  0.058
Ti 1.95204 -0.24725 0.04390  0.040
Cl 2.68502 1.57814 1.17349  0.074
Cl 2.26474 -0.10822 -2.20078  0.066
H 7.09982 -2.98058 -0.72420  0.086
H 8.10798 -1.09320 0.02234  0.085
C 6.03768 -2.73770 -0.55437  -0.023
C 7.19342 -0.55948 -0.24212  -0.044
N 6.02738 -1.39334 0.02892  -0.177
H 5.60255 -3.47364 0.14022  0.094
C 4.95203 -0.79826 0.56772  -0.262
O 3.76874 -1.19095 0.38863  -0.181
H 7.08692 0.31678 0.38864  0.086
H 5.15372 0.10404 1.16983  0.124
H 5.47223 -2.76516 -1.50926  0.108
H 7.24663 -0.24100 -1.29741  0.107
H -1.90427 0.91378 -3.20323  0.077
H -4.53754 -0.36667 -2.21862  0.077
C -1.91694 -0.13905 -3.53734  -0.054
C -3.99354 -1.25346 -2.55474  -0.065
N -2.55029 -1.02517 -2.56287  -0.188
H -0.89082 -0.47146 -3.66900  0.073
C -1.72779 -2.04082 -2.05446  -0.301
O -0.69363 -2.53949 -2.58719  -0.047
H -4.29590 -2.06858 -1.88730  0.081
H -2.08556 -2.41742 -1.05983  0.105
H -2.42443 -0.16048 -4.50798  0.084
H -4.34731 -1.51353 -3.55957  0.082
O -1.91861 2.88441 -0.98700  -0.231
C -2.30045 2.77646 0.34502  -0.368
C -2.84976 0.30666 0.42295  -0.199
C -2.37793 1.42749 1.10845  -0.211
H -3.02394 0.40188 -0.66881  0.092
C -3.10157 -0.89996 1.06242  -0.120
H -1.85976 3.63503 0.88576  0.126
C -2.08836 1.29477 2.48476  -0.068
H -3.54811 -1.72437 0.50336  0.084
C -2.77481 -1.02548 2.42534  -0.119
C -2.26962 0.08438 3.10030  -0.166
H -1.67062 2.15627 3.03480  0.116
H -2.84927 -1.99355 2.94159  0.091
H -2.04921 -0.05269 4.18550  0.101
Si 0.25403 3.47625 -2.39395  0.696
Cl -0.11471 0.01002 0.08191  0.453
C 0.53276 2.45078 -3.97082  -0.272
C 2.15158 3.38926 -1.83487  -0.287
C -0.49441 5.08761 -2.01971  -0.258
H -0.27674 1.70801 -4.15304  -0.022
H 1.49186 1.84368 -3.91418  -0.009
H 0.62575 3.13767 -4.84940  0.008
H -1.34612 5.23517 -2.66361  0.016
H 0.23328 5.87618 -2.14367  0.007
H -0.81941 5.06077 -0.98452  0.016
H 2.26519 3.65645 -0.78539  -0.035
H 2.75864 4.03832 -2.48184  0.000
H 2.49746 2.34897 -1.96315  -0.083
C 1.31370 -0.58793 3.55794  -0.022
N 1.46172 -2.03275 3.27195  -0.084
C 2.55511 -2.83655 3.80986  -0.159
C 2.05924 -4.26542 3.79657  -0.163
C 1.58794 -4.79177 2.45415  -0.157
N 0.66708 -3.81277 1.90464  -0.086
C -0.11053 -4.07365 0.68661  -0.015
C 1.05369 -2.51460 2.04170  -0.410
O 1.20130 -1.85494 0.98979  -0.207
H 0.23665 -0.33136 3.54674  0.074
H 1.82327 0.05853 2.80580  -0.012
H 1.76286 -0.33054 4.53333  0.094
H 3.48776 -2.70825 3.22241  0.124
H 2.81483 -2.44737 4.80362  0.124
H 1.19869 -4.29305 4.46228  0.121
H 2.81182 -4.93148 4.19819  0.108
H 1.05259 -5.74809 2.50638  0.122
H 2.43475 -5.00029 1.76972  0.129
H 0.34571 -3.68828 -0.24471  0.091
H -0.33227 -5.14720 0.57757  0.095
H -1.05580 -3.51356 0.79427  0.087

Calculated values
- ΔE to the lowest compared entry with this formula, charge and spin: 269.85 kJ/mol
- ⟨S²⟩: 2.009
- DFT total energy: -4058.9872 Ha
- HOMO level (spin up / spin down): -0.0358 / -0.0811 hartree
- Largest force on an atom: 4.3 eV Å⁻¹
- Frontier orbital gap (spin up / spin down): 0.09939 / 0.14457 hartree
- Total charge: -1
- Spin multiplicity: 3